C6H8 | ωB97M-V/def2-TZVPD

```
14
Properties=species:S:1:pos:R:3:forces:R:3:nbo_charge:R:1
C 0.8873 -1.0103 0.9472 0.2 2.4 -1.2 -0.1787
C 0.5353 0.0460 0.2432 0.2 -1.1 -1.2 0.0683
C 1.8162 -0.5325 0.0102 2.1 1.0 0.0 0.0165
C 3.0402 -0.3911 -0.4972 -0.1 1.1 -2.0 -0.5611
C -2.0056 -0.0353 0.1598 2.0 0.6 -0.6 -0.5998
C -0.6237 0.6970 -0.3294 -2.6 -2.0 2.3 -0.4428
H 0.3340 -1.6196 1.5051 -1.3 -3.0 2.4 0.2143
H 3.2022 0.3505 -1.3479 -0.4 -0.9 1.4 0.1961
H 3.9093 -0.9865 -0.3075 0.0 -0.6 0.4 0.2052
H -1.8909 -1.0555 -0.2315 -0.7 0.3 0.1 0.2074
H -2.8418 0.5308 -0.2530 0.0 -0.4 -0.1 0.2124
H -2.1335 -0.0922 1.2502 0.3 0.2 -0.3 0.2078
H -0.6566 1.6748 -0.0185 -0.1 2.6 0.8 0.2265
H -0.6360 0.7502 -1.3687 0.4 -0.3 -1.9 0.2280
```
Forces are in eV/Å.

Properties
M: 80.1 g/mol
HOMO: -7.9 eV
SMILES: C=C1C=C1CC
E_tot: -233.2710 a.u.
Relative energy (zero: lowest compared OMol25 entry of this formula, charge and spin): 72.81 kcal per mole
Kohn-Sham gap: 8.837 eV

C6H8 | ωB97M-V/def2-TZVPD

```
14
Properties=species:S:1:pos:R:3:forces:R:3:nbo_charge:R:1
C 0.5561 -1.6377 -0.5167 -0.1 0.0 0.0 -0.6093
C 1.0077 -0.2571 -0.1150 0.1 0.0 0.0 -0.1949
C 0.4384 0.9870 -0.7096 0.1 0.2 -0.3 -0.3870
C 0.2192 0.6957 0.7599 -0.2 0.2 0.2 -0.3237
C -1.1957 0.6108 1.0217 -0.7 0.1 0.1 0.0120
C -2.3876 0.7865 1.0603 0.5 -0.1 0.0 -0.2726
H -0.5356 -1.6963 -0.5556 0.1 0.0 0.0 0.2190
H 0.9237 -2.3784 0.2008 -0.1 0.1 -0.1 0.2133
H 0.9536 -1.9031 -1.5045 -0.1 0.1 0.2 0.2128
H 2.0705 -0.1826 0.1005 -0.1 -0.1 0.0 0.2148
H -0.4719 0.8816 -1.3018 0.3 0.0 0.1 0.2225
H 1.0659 1.8206 -0.9839 0.2 0.0 -0.1 0.2173
H 0.7791 1.2515 1.5119 -0.1 -0.1 -0.3 0.2401
H -3.4234 1.0214 1.0321 -0.1 -0.2 0.2 0.2358
```
Forces are in eV/Å.

Properties
M: 80.1 g/mol
HOMO: -9.2 eV
SMILES: C#C[C@@H]1C[C@@H]1C
E_tot: -233.3161 a.u.
Relative energy (zero: lowest compared OMol25 entry of this formula, charge and spin): 44.51 kcal per mole
Kohn-Sham gap: 10.389 eV

C6H8 | ωB97M-V/def2-TZVPD

```
14
Properties=species:S:1:pos:R:3:forces:R:3:nbo_charge:R:1
C -1.6290 0.2810 0.1249 -0.1 0.1 0.1 -0.3936
C -0.3597 0.7103 -0.5954 0.2 0.0 -0.4 -0.2232
C 1.1246 0.7685 -0.2660 0.1 0.2 0.1 -0.4285
C 1.2975 -0.2654 0.8229 0.0 -0.1 -0.1 -0.1844
C 0.3047 -1.1473 0.7348 0.1 0.0 -0.1 -0.1985
C -0.6497 -0.7489 -0.3595 0.0 -0.2 -0.1 -0.2901
H -1.8111 0.3265 1.1977 0.3 0.1 -0.2 0.2207
H -2.5206 0.4895 -0.4666 0.2 0.0 0.1 0.2209
H -0.6079 1.1102 -1.5737 0.1 -0.2 0.0 0.2078
H 1.6248 1.7307 -0.1524 -0.2 0.0 0.3 0.2132
H 1.5215 0.2844 -1.1772 0.4 0.5 0.2 0.2067
H 2.1570 -0.3015 1.4869 -0.2 0.0 0.0 0.2126
H 0.1464 -2.0264 1.3550 0.2 0.1 -0.2 0.2128
H -0.5944 -1.3284 -1.2753 -1.1 -0.5 0.2 0.2236
```
Forces are in eV/Å.

Properties
M: 80.1 g/mol
HOMO: -9.1 eV
SMILES: C1=C[C@H]2C[C@H]2C1
E_tot: -233.3330 a.u.
Relative energy (zero: lowest compared OMol25 entry of this formula, charge and spin): 33.87 kcal per mole
Kohn-Sham gap: 10.359 eV

C6H8 | ωB97M-V/def2-TZVPD

```
14
Properties=species:S:1:pos:R:3:forces:R:3:nbo_charge:R:1
C 0.9430 -1.0049 0.8300 0.0 -0.1 0.1 -0.5877
C 0.6613 0.1283 -0.1752 -0.1 0.1 0.0 -0.3008
C -0.3463 -0.3687 -1.2340 -0.1 -0.1 0.0 -0.5614
C -1.7308 -0.0049 -0.7826 0.4 0.3 0.1 0.0768
C -1.4731 1.0600 0.1820 -0.1 0.0 0.0 -0.3960
C -0.1622 1.1797 0.4961 -0.1 -0.1 0.0 -0.0097
H 1.4120 -0.6368 1.7483 0.0 0.0 -0.2 0.2094
H 1.5924 -1.7680 0.3907 -0.1 0.1 0.0 0.2159
H 1.6088 0.5193 -0.5694 -0.2 0.0 0.1 0.2195
H -0.2222 -1.4174 -1.5253 -0.1 0.1 0.1 0.2294
H -0.2507 0.2206 -2.1630 0.0 -0.1 0.1 0.2651
H -0.0074 -1.4779 1.1032 0.2 0.1 0.0 0.2141
H -2.2610 1.6543 0.6377 0.1 -0.1 -0.1 0.2161
H 0.2652 1.8998 1.1942 -0.1 -0.1 0.0 0.2094
```
Forces are in eV/Å.

Properties
M: 80.1 g/mol
HOMO: -8.1 eV
E_tot: -233.2845 a.u.
Relative energy (zero: lowest compared OMol25 entry of this formula, charge and spin): 64.30 kcal per mole
Kohn-Sham gap: 7.752 eV

C6H8 | ωB97M-V/def2-TZVPD

```
14
Properties=species:S:1:pos:R:3:forces:R:3:nbo_charge:R:1
C 2.2216 1.3310 -0.8347 -0.6 -0.5 0.2 -0.2449
C 1.2591 0.8653 -0.2623 0.7 0.0 -0.2 -0.0059
C 0.1557 0.1609 0.4148 0.1 0.8 0.3 -0.3041
C -0.0893 -1.3377 0.1582 -0.1 -0.5 0.1 -0.3824
C -1.6109 -1.0619 0.3592 -0.6 0.6 -2.1 -0.4026
C -1.3120 0.4607 0.0588 -0.7 0.0 -0.1 -0.3760
H 3.0911 1.6298 -1.4023 -0.6 0.0 0.4 0.2390
H 0.1758 0.3071 1.5030 0.6 0.0 -0.2 0.2264
H 0.4139 -2.0156 0.8546 -0.2 0.1 0.0 0.2080
H 0.1382 -1.7018 -0.8616 -0.1 0.6 0.4 0.2133
H -2.2918 -1.5074 -0.4460 0.8 0.3 1.6 0.2111
H -1.9694 -1.1780 1.3796 -0.1 -0.3 -0.1 0.2081
H -1.8962 1.2395 0.6078 0.7 -0.6 -0.1 0.2062
H -1.4066 0.7167 -0.9989 0.0 -0.3 0.0 0.2038
```
Forces are in eV/Å.

Properties
M: 80.1 g/mol
HOMO: -9.8 eV
SMILES: C#CC1CCC1
E_tot: -233.3164 a.u.
Relative energy (zero: lowest compared OMol25 entry of this formula, charge and spin): 44.30 kcal per mole
Kohn-Sham gap: 10.945 eV

C6H8 | ωB97M-V/def2-TZVPD

```
14
Properties=species:S:1:pos:R:3:forces:R:3:nbo_charge:R:1
C -0.2711 1.1508 0.5221 -0.1 0.1 0.0 -0.3985
C 0.3177 -0.1353 1.0827 0.0 0.0 0.3 -0.2403
C -0.0366 -1.2814 0.1464 0.0 -0.2 -0.1 -0.3511
C -1.0902 -1.1158 -0.9220 0.0 0.2 0.2 -0.1809
C 0.2065 0.7010 -0.8750 0.1 0.1 0.0 -0.2994
C 1.0881 -0.3719 -0.2031 0.2 -0.1 -0.1 -0.2337
H 0.3150 2.0171 0.8475 -0.1 -0.1 -0.1 0.2166
H -1.3365 1.3596 0.6656 0.1 0.0 0.0 0.2028
H 0.6437 -0.3024 2.1040 0.0 0.0 -0.2 0.2222
H 0.1537 -2.2936 0.4954 0.0 0.2 0.0 0.2471
H -0.5577 0.1034 -1.5525 -0.1 0.0 0.0 0.2210
H -2.0049 -0.6700 -0.4789 0.1 0.0 -0.1 0.1241
H 0.5840 1.4469 -1.5768 -0.1 -0.1 0.1 0.2390
H 2.1261 -0.6240 -0.3847 -0.2 0.1 0.0 0.2311
```
Forces are in eV/Å.

Properties
M: 80.1 g/mol
HOMO: -8.1 eV
E_tot: -233.1912 a.u.
Relative energy (zero: lowest compared OMol25 entry of this formula, charge and spin): 122.85 kcal per mole
Kohn-Sham gap: 8.554 eV